{
  "formula": "C6H3F3",
  "method": "ωB97M-V with the def2-TZVPD basis set",
  "e_lumo_ev": -0.60,
  "de_lowest_ev": 1.038,
  "e_tot_ev": -14415.8730,
  "homo_lumo_gap_ha": 0.3060,
  "symbols": ["C", "C", "C", "C", "C", "C", "F", "F", "F", "H", "H", "H"],
  "coordinates": [[-0.79, 1.50, -0.29], [-0.83, 0.06, -0.58], [-0.35, 1.20, -1.49], [0.15, -0.72, 0.19], [-0.37, -2.05, 0.41], [1.30, -0.22, 0.75], [0.03, -2.65, 1.52], [2.08, 0.77, 0.39], [1.76, -0.97, 1.76], [-1.24, 2.13, 0.43], [-1.76, -0.60, -0.65], [0.01, 1.57, -2.43]]
}



{
  "formula": "C6H3F5N2",
  "method": "ωB97M-V with the def2-TZVPD basis set",
  "e_lumo_ev": [-1.79, -1.99],
  "de_lowest_ev": 1.104,
  "e_tot_ev": -22834.6781,
  "homo_lumo_gap_ha": [0.3065, 0.3009],
  "symbols": ["C", "C", "C", "C", "C", "C", "N", "N", "F", "F", "F", "F", "F", "H", "H", "H"],
  "coordinates": [[-0.17, 1.64, -0.41], [1.55, 0.70, 0.88], [-0.52, -0.81, 0.39], [1.37, -0.26, -1.77], [0.33, 0.50, 0.20], [-1.71, -0.33, 1.19], [-0.47, 2.57, -1.00], [2.50, 0.73, 1.53], [2.10, -1.27, -1.25], [0.33, -0.78, -2.49], [-2.63, -1.25, 1.37], [-2.38, 0.70, 0.67], [-1.39, 0.00, 2.44], [-0.76, -1.13, -0.57], [0.04, -1.45, 1.12], [1.84, 0.47, -2.31]]
}



{
  "formula": "C6H3N2O3P",
  "method": "ωB97M-V with the def2-TZVPD basis set",
  "e_lumo_ev": [6.50, 6.50],
  "e_tot_ev": -24677.2234,
  "charge": -2,
  "homo_lumo_gap_ha": [0.2126, 0.2126],
  "symbols": ["C", "C", "C", "C", "C", "C", "N", "N", "O", "O", "O", "P", "H", "H", "H"],
  "coordinates": [[-0.17, 1.76, -0.28], [-1.32, 1.61, 0.55], [0.59, 0.79, -0.80], [-1.62, 0.33, 1.06], [-0.79, -0.82, 0.84], [0.34, -0.58, -0.54], [-2.22, -0.31, 2.10], [-1.22, -1.56, 1.88], [3.09, -1.19, -1.20], [1.77, -2.97, -0.05], [0.40, -1.55, -1.69], [1.83, -1.67, -0.65], [0.07, 2.77, -0.45], [-2.03, 2.37, 0.81], [1.28, 1.03, -1.59]]
}



{
  "formula": "C6H4",
  "method": "ωB97M-V with the def2-TZVPD basis set",
  "e_lumo_ev": [-0.46, -0.46],
  "de_lowest_ev": 5.247,
  "e_tot_ev": -6277.2282,
  "homo_lumo_gap_ha": [0.2904, 0.2903],
  "symbols": ["C", "C", "C", "C", "C", "C", "H", "H", "H", "H"],
  "coordinates": [[0.28, 0.59, -0.23], [2.03, -1.38, -0.57], [1.11, -0.63, -0.16], [-0.94, 0.00, 0.77], [-1.14, 0.47, -0.62], [0.18, -0.73, 1.03], [0.69, 1.66, -0.07], [-1.64, 1.51, -0.87], [-1.29, -0.38, -1.17], [0.72, -1.11, 1.90]]
}